The following is a DFT calculation (wB97M-V/def2-TZVPD) of a 2-piece molecular cluster, C22H25N2O3 overall.

Results
LUMO ... -4.95 eV
E_HOMO ... -9.83 eV
Charge ... +1

```
52
Properties=species:S:1:pos:R:3:forces:R:3
C -1.2865 3.5981 7.1162 0.07 -0.05 -0.16
O -0.3080 2.7206 6.5037 -0.07 0.08 -1.71
C -0.2593 2.6039 5.1503 -0.20 -0.18 0.78
C 0.7230 1.7168 4.6274 -0.19 0.14 0.04
C 0.7844 1.4907 3.2715 0.02 0.02 0.36
C -0.1319 2.1098 2.3889 0.07 0.01 -0.79
C 0.0029 1.7941 1.0074 -0.53 1.22 -0.09
O -0.7631 2.3904 0.1333 0.65 -0.36 1.28
C -0.5282 2.3701 -1.2902 0.21 -0.37 -0.70
C -1.0656 3.0593 2.9031 0.17 -0.13 0.37
C -1.1393 3.2901 4.2658 -0.05 -0.02 -0.16
H -1.0951 3.4915 8.1834 -0.12 0.09 -0.17
H -1.1335 4.6424 6.8050 0.03 -0.36 0.08
H -2.3123 3.2774 6.8801 0.37 0.02 0.05
H 1.3950 1.2167 5.3201 -0.09 0.18 -0.13
H 1.5555 0.8617 2.8304 -0.18 -0.12 0.31
H 0.7973 1.1147 0.6583 -0.35 0.21 0.07
H -1.2802 3.0516 -1.6863 0.14 -0.17 -0.01
H 0.4763 2.7403 -1.5442 -0.31 -0.13 0.34
H -0.6730 1.3583 -1.6989 0.00 0.28 0.27
H -1.6931 3.6214 2.2146 -0.01 -0.24 0.19
H -1.8851 3.9838 4.6678 0.41 -0.26 -0.26
H -0.9621 -0.3983 0.2662 -0.41 -0.71 -0.13
C -1.3450 -1.4157 -0.0566 0.10 0.16 0.73
H -1.9790 -1.7884 0.7738 0.21 0.35 -0.06
C -2.1906 -1.3210 -1.2828 -0.15 -0.22 -1.56
C -1.8550 -1.9237 -2.4555 -0.78 1.17 1.16
N -0.7513 -2.7123 -2.5489 0.73 -1.09 -0.98
C -0.2577 -3.1540 -3.8767 -0.08 0.12 0.65
C 0.8074 -2.2093 -4.3456 0.24 0.22 -0.33
C 2.1446 -2.4551 -4.0255 -0.06 0.30 -0.02
C 3.1189 -1.4988 -4.3255 -0.15 0.06 -0.12
C 2.7527 -0.3011 -4.9579 -0.19 -0.21 0.10
C 1.4106 -0.0682 -5.2958 0.08 -0.18 0.02
C 0.4422 -1.0348 -5.0106 0.30 0.09 0.24
C 0.0367 -2.9577 -1.4623 -0.16 0.50 0.14
C -0.1942 -2.3619 -0.2646 0.67 -0.66 -0.41
C 0.7622 -2.7199 0.8150 0.09 -0.44 -0.60
N 0.5210 -2.1486 2.0484 0.21 0.09 0.17
O 1.7283 -3.4465 0.6070 -0.47 0.58 0.51
H -3.1318 -0.7818 -1.2290 0.16 -0.02 -0.05
H -2.4240 -1.8194 -3.3862 0.04 -0.04 0.57
H 0.1620 -4.1551 -3.7396 -0.26 0.03 -0.23
H -1.1115 -3.1643 -4.5594 0.15 -0.21 0.08
H 2.4002 -3.3912 -3.5166 0.06 0.39 -0.23
H 4.1617 -1.6940 -4.0641 -0.34 0.12 -0.13
H 3.5142 0.4463 -5.1966 -0.28 -0.27 0.10
H 1.1152 0.8627 -5.7857 0.17 -0.31 0.09
H -0.6113 -0.8838 -5.2689 0.40 0.07 0.02
H 0.8678 -3.6451 -1.6685 -0.36 0.41 0.57
H -0.4069 -1.8436 2.3101 0.16 -0.16 -0.19
H 1.0945 -2.5191 2.7942 -0.12 0.01 -0.07
```
Positions in Å, forces in eV/Å.



The following is a DFT calculation (wB97M-V/def2-TZVPD) of C22H25N3O as an isolated structure.

Results
LUMO ... 0.07 eV
E_HOMO ... -8.38 eV

```
51
Properties=species:S:1:pos:R:3:forces:R:3
C 4.2979 2.8641 -1.5683 -1.09 1.31 -3.85
C 4.3514 1.6279 -1.1590 -1.98 -0.51 2.66
C 4.0316 0.5510 -2.0494 -2.72 -5.99 2.45
H 4.6457 -0.3772 -1.9062 0.04 1.00 -0.28
H 2.9096 -0.1022 -1.9294 2.56 2.12 0.74
H 3.8186 0.6626 -3.0188 0.35 1.45 -4.00
C 4.3822 1.2732 0.4779 9.55 8.79 -9.37
C 3.1987 0.9816 0.9626 7.27 -13.39 8.14
C 2.7288 -0.4026 0.6187 8.31 -0.19 0.37
N 1.5760 -0.5760 0.4366 -4.71 8.49 1.76
N 0.8631 -1.4590 0.0597 -2.72 -11.45 -4.03
C -0.5179 -1.5784 -0.3076 2.59 -6.83 0.16
O -0.9467 -2.8671 -0.6975 2.21 8.48 2.23
C -1.1095 -0.2745 0.0788 -6.02 -5.77 -3.49
N -2.5120 -0.5233 -0.4789 0.36 7.17 2.85
C -3.5788 0.2828 0.2016 2.40 -4.70 -6.34
C -3.1928 1.3851 0.6917 -1.77 7.26 3.67
C -4.2877 2.3551 1.1236 11.75 3.71 0.80
C -5.4584 2.1669 0.8250 -11.70 -3.03 0.60
C -5.9297 0.8663 0.4288 1.94 -1.30 -6.25
C -7.2955 0.4386 0.0472 1.90 12.24 7.85
C -7.7021 -0.6614 -0.2661 5.49 -9.07 -4.61
C -6.5816 -1.5228 -0.7784 -4.10 -5.29 -0.29
C -5.3209 -1.2514 -0.5071 4.75 -1.28 -4.79
C -4.8773 0.0981 -0.3485 -3.64 -0.87 7.14
H -4.4235 -1.9801 -1.0257 -2.88 1.63 1.78
H -6.8340 -2.7702 -1.2791 0.59 4.19 1.78
H -8.5835 -0.8717 -0.5815 -5.91 -1.51 -1.18
H -8.0970 1.0961 0.5708 1.14 -0.34 -1.28
H -6.3208 2.6850 1.2728 0.61 0.96 -0.52
H -3.9757 3.4718 1.4305 -0.41 -2.82 -0.29
H -2.2357 1.8363 0.6407 0.99 -0.31 0.48
H -2.7037 -1.4214 -0.5699 -0.87 -5.04 -0.24
H -1.0426 -0.2409 1.0854 0.23 0.93 3.30
H -0.6568 0.3573 -0.5289 2.16 3.77 -1.88
H 1.4674 -2.3246 -0.0860 -2.07 0.20 -0.40
C 3.8734 -1.4288 0.5608 -1.51 -0.71 4.00
C 5.1186 -1.0109 0.9280 -5.42 4.87 -3.80
C 5.5741 0.4226 0.5636 -0.03 -2.64 6.05
H 5.9940 0.7517 1.5773 0.30 -0.39 -1.04
H 6.4204 0.3762 -0.0872 -0.07 0.57 -1.03
H 5.7706 -1.6989 0.9420 5.17 -5.02 0.98
C 3.4373 -2.9440 0.9111 4.97 0.03 -2.92
H 2.6733 -3.2020 1.6151 -0.36 0.44 0.48
H 3.1675 -3.2925 -0.1495 0.29 -0.46 1.68
H 4.5701 -3.4900 1.2408 -3.67 1.25 -0.98
H 3.5402 0.8640 2.1954 -1.44 0.25 -2.46
H 2.5291 1.5055 0.9444 -12.64 10.80 -0.74
H 4.8187 2.4521 0.6277 -1.51 -3.02 0.91
H 3.9275 3.1290 -2.6447 1.05 -0.90 1.66
H 4.4985 3.7708 -1.0905 0.30 0.91 1.52
```
Positions in Å, forces in eV/Å.



The following is a DFT calculation (wB97M-V/def2-TZVPD) of one molecule with the formula C22H25N3O3S.

Results
LUMO ... 0.64 eV
E_HOMO ... -8.39 eV
SMILES ... CCOC(=O)[C@H](CC)Sc1nnc(COc2ccc(C)cc2)n1-c1ccccc1

```
54
Properties=species:S:1:pos:R:3:forces:R:3
C -6.0275 -2.0002 -0.8480 0.33 0.09 0.22
C -4.8973 -2.3312 0.1150 -0.51 -0.30 0.04
O -3.9472 -1.2658 0.1843 0.09 -0.16 -0.27
C -4.2242 -0.2465 0.9911 0.14 0.23 0.30
O -5.2030 -0.1651 1.6843 -0.05 0.02 -0.04
C -3.1522 0.8222 0.9334 0.31 0.17 -0.02
C -3.7393 2.1412 0.4274 -0.06 0.01 -0.14
C -4.3077 2.0267 -0.9807 0.05 0.07 0.16
S -1.7723 0.2248 -0.1094 -0.02 -0.28 -0.07
C -0.5723 1.3575 0.4292 -0.05 0.09 0.01
N -0.7049 2.2491 1.3733 -0.85 -0.58 -0.11
N 0.4609 2.9071 1.4744 1.22 0.61 0.09
C 1.2847 2.4321 0.5863 -0.12 -0.05 0.06
C 2.6896 2.9046 0.4082 0.10 0.41 0.04
O 3.5689 1.9395 -0.1149 0.15 -0.18 0.04
C 3.7056 0.7449 0.5436 0.19 -0.20 0.05
C 3.1604 0.4495 1.7848 -0.02 0.38 -0.10
C 3.3424 -0.8113 2.3307 0.09 -0.17 -0.10
C 4.0628 -1.7916 1.6678 -0.10 -0.03 0.08
C 4.2615 -3.1516 2.2661 0.08 0.04 0.00
C 4.6173 -1.4760 0.4310 -0.06 0.13 0.04
C 4.4440 -0.2286 -0.1271 -0.03 0.25 0.03
N 0.6787 1.4285 -0.1285 -0.41 0.48 0.56
C 1.2060 0.6137 -1.1507 0.16 -0.41 -0.56
C 1.7173 1.1939 -2.3031 -0.13 -0.09 0.10
C 2.2576 0.3862 -3.2864 0.05 0.08 -0.03
C 2.2809 -0.9889 -3.1246 0.02 -0.09 -0.02
C 1.7597 -1.5616 -1.9769 -0.05 -0.06 -0.08
C 1.2215 -0.7646 -0.9844 -0.04 0.18 0.01
H -6.6894 -2.8563 -0.9407 -0.09 -0.09 -0.03
H -6.5992 -1.1543 -0.4737 -0.07 0.04 0.00
H -5.6251 -1.7529 -1.8276 -0.01 -0.01 -0.10
H -5.2939 -2.5150 1.1188 0.13 -0.04 -0.15
H -4.3256 -3.1957 -0.2275 -0.05 0.10 0.09
H -2.7376 0.9751 1.9332 -0.16 -0.09 -0.05
H -2.9552 2.8987 0.4654 -0.08 -0.06 0.09
H -4.5280 2.4313 1.1249 0.05 0.03 0.04
H -4.6564 2.9976 -1.3232 -0.07 0.04 -0.07
H -5.1465 1.3340 -1.0017 -0.15 -0.07 -0.08
H -3.5484 1.6683 -1.6733 0.00 0.01 -0.09
H 2.7169 3.7272 -0.3158 0.04 -0.11 0.15
H 3.0361 3.2940 1.3752 -0.09 -0.05 -0.13
H 2.5914 1.1823 2.3361 -0.05 0.08 0.04
H 2.9064 -1.0277 3.2955 -0.04 -0.03 0.09
H 3.5645 -3.3233 3.0824 -0.03 -0.07 0.05
H 5.2748 -3.2449 2.6574 0.04 -0.09 0.06
H 4.1225 -3.9265 1.5147 -0.02 -0.11 0.01
H 5.1876 -2.2221 -0.1030 0.06 -0.09 -0.08
H 4.8620 0.0179 -1.0901 0.04 0.02 -0.15
H 1.6950 2.2667 -2.4217 -0.01 0.10 0.01
H 2.6620 0.8343 -4.1815 0.03 0.03 -0.08
H 2.7072 -1.6145 -3.8943 0.03 -0.06 -0.07
H 1.7789 -2.6327 -1.8469 0.01 -0.10 0.01
H 0.8280 -1.1999 -0.0789 0.00 -0.03 0.13
```
Positions in Å, forces in eV/Å.



The following is a DFT calculation (wB97M-V/def2-TZVPD) of one molecule with the formula C22H25N3O4S.

Results
LUMO ... 0.61 eV
E_HOMO ... -8.09 eV
SMILES ... COc1ccc(NC(=O)Cc2c[nH]c3ccccc23)cc1S(=O)(=O)N1CCCCC1

```
55
Properties=species:S:1:pos:R:3:forces:R:3
C -0.5802 -3.4464 3.4863 -0.06 -0.01 0.16
O -0.4734 -3.2560 2.0945 0.03 0.12 -0.02
C -0.2742 -2.0063 1.6182 -0.06 0.08 0.13
C -0.3199 -0.8434 2.3877 0.01 -0.31 0.03
C -0.1678 0.3965 1.7958 0.04 -0.01 -0.32
C 0.0287 0.5189 0.4225 -0.14 -0.49 0.17
N 0.1465 1.7966 -0.1240 0.05 0.26 0.24
C 0.0282 2.1636 -1.4319 -0.08 0.50 0.16
O -0.2233 1.4079 -2.3400 -0.03 -0.27 -0.28
C 0.2146 3.6684 -1.6338 0.13 -0.15 -0.13
C 1.3720 4.2056 -0.8609 0.17 0.15 -0.22
C 2.6683 4.2909 -1.2797 -0.38 -0.07 -0.12
N 3.4560 4.7894 -0.2789 0.41 0.04 -0.06
C 2.6832 5.0344 0.8172 -0.49 -0.03 0.29
C 3.0197 5.5328 2.0696 0.06 0.03 0.04
C 2.0087 5.6734 2.9951 0.13 0.04 0.02
C 0.6882 5.3339 2.6859 -0.20 -0.02 0.12
C 0.3464 4.8409 1.4472 0.03 0.02 -0.02
C 1.3513 4.6783 0.4898 0.44 0.19 0.06
C 0.1188 -0.6414 -0.3426 0.08 0.28 -0.14
C -0.0204 -1.8754 0.2522 0.02 -0.74 -0.17
S 0.1216 -3.3149 -0.8255 0.11 -0.26 -0.11
O 0.6398 -4.4383 -0.1065 -0.25 0.17 0.16
O 0.8203 -2.8925 -2.0030 -0.23 0.34 -0.03
N -1.4329 -3.6720 -1.2805 0.96 0.08 0.15
C -2.0825 -2.6977 -2.1248 -0.11 0.37 -0.63
C -3.2456 -3.3651 -2.8553 -0.03 0.14 0.28
C -4.2110 -3.9803 -1.8446 0.09 -0.22 -0.17
C -3.4567 -4.9521 -0.9395 -0.01 0.31 0.07
C -2.2937 -4.2276 -0.2660 -0.21 -0.55 0.47
H 0.3006 -3.0682 4.0134 -0.02 0.00 -0.03
H -1.4811 -2.9712 3.8897 0.05 -0.01 -0.01
H -0.6474 -4.5237 3.6252 0.00 0.07 0.05
H -0.4793 -0.8955 3.4528 -0.02 -0.05 0.08
H -0.2051 1.2843 2.4115 -0.03 0.10 0.06
H 0.2976 2.5404 0.5457 0.08 -0.15 -0.17
H -0.7087 4.1636 -1.3216 -0.03 0.02 -0.08
H 0.3494 3.8379 -2.7024 -0.12 -0.07 0.06
H 3.0861 4.0312 -2.2330 0.09 -0.05 -0.17
H 4.4464 4.9502 -0.3438 -0.11 -0.02 0.00
H 4.0387 5.8009 2.3062 0.10 0.03 0.06
H 2.2354 6.0573 3.9783 0.04 0.03 0.07
H -0.0755 5.4670 3.4379 -0.07 0.01 0.05
H -0.6823 4.5976 1.2179 -0.11 -0.02 -0.02
H 0.3137 -0.5981 -1.4008 0.02 0.09 -0.05
H -1.3326 -2.3331 -2.8264 -0.17 0.11 -0.03
H -2.4536 -1.8477 -1.5285 0.02 -0.02 -0.03
H -2.8497 -4.1487 -3.5020 0.03 0.00 -0.10
H -3.7565 -2.6271 -3.4752 0.04 0.01 -0.04
H -5.0187 -4.4993 -2.3639 -0.06 0.05 0.03
H -4.6552 -3.1877 -1.2369 -0.07 0.03 0.02
H -3.0602 -5.7732 -1.5374 0.01 -0.10 0.01
H -4.1217 -5.3644 -0.1789 0.04 -0.04 0.02
H -1.6826 -4.9065 0.3284 -0.20 0.01 0.09
H -2.6857 -3.4338 0.3912 0.02 -0.04 0.00
```
Positions in Å, forces in eV/Å.



Relative energy (zero: lowest compared OMol25 entry of this formula, charge and spin) list, top to bottom, in kcal/mol: 33.1, 486.7, 47.8, 33.6